# 1
{
  "formula": "C2H9NP3",
  "method": "ωB97M-V/def2-TZVPD",
  "homo_lumo_gap_ha": [0.225, 0.287],
  "multiplicity": 3,
  "total_charge": 1,
  "species": ["C", "C", "N", "P", "P", "P", "H", "H", "H", "H", "H", "H", "H", "H", "H"],
  "xyz": [[-1.79005, -0.47618, -0.77975], [2.29294, -0.32305, -1.60628], [-0.02503, -0.44458, 1.27071], [1.12165, -1.15590, 2.20976], [-0.67367, 1.14899, 1.66789], [-0.39011, -1.42760, -0.04536], [-1.56924, 0.52645, -0.79235], [-2.61412, -0.71103, -0.17880], [-1.70895, -0.64284, -1.86680], [2.30004, 0.68690, -1.77124], [1.64507, -0.85875, -2.24405], [2.99076, -0.45420, -0.84919], [1.29981, -0.15468, 3.02432], [-0.09854, 1.21999, 3.03826], [-2.06017, 0.72121, 1.96650]],
  "nbo_charge": [-1.008, -0.482, -1.301, 0.793, 0.550, 1.163, 0.257, 0.270, 0.283, 0.162, 0.186, 0.189, -0.094, 0.016, 0.014]
}

=====

# 2
{
  "formula": "C5H13NO",
  "method": "ωB97M-V/def2-TZVPD",
  "smiles": "CC(C)[C@H](N)CO",
  "homo_lumo_gap_ha": 0.376,
  "species": ["C", "C", "C", "C", "N", "C", "O", "H", "H", "H", "H", "H", "H", "H", "H", "H", "H", "H", "H", "H"],
  "xyz": [[-1.80308, 0.23591, 0.81082], [-0.80890, -0.65111, 0.08142], [-1.09109, -0.69537, -1.53061], [0.79513, -0.31529, 0.31706], [1.07730, -0.53841, 1.78315], [1.23049, 1.03604, -0.12006], [2.61957, 1.12034, -0.62698], [-1.74436, 1.28762, 0.29709], [-1.42398, 0.43238, 1.88802], [-2.80902, -0.24808, 0.59760], [-0.79040, -1.68542, 0.40143], [-0.50416, -0.97969, -2.34664], [-1.52961, 0.37953, -1.84439], [-2.04945, -1.14494, -1.37459], [1.45265, -0.97326, -0.32068], [2.09462, -0.25003, 1.94086], [0.96286, -1.53723, 1.92351], [0.64882, 1.60225, -0.86525], [0.94944, 1.71220, 0.61903], [2.72318, 1.21257, -1.63079]],
  "nbo_charge": [-0.648, -0.179, -0.639, -0.074, -0.851, -0.103, -0.759, 0.203, 0.254, 0.222, 0.191, 0.225, 0.188, 0.212, 0.182, 0.368, 0.355, 0.184, 0.188, 0.482]
}

=====

# 3
{
  "formula": "C4H12N3O2",
  "method": "ωB97M-V/def2-TZVPD",
  "homo_lumo_gap_ha": 0.370,
  "total_charge": 1,
  "species": ["C", "C", "C", "C", "N", "N", "N", "O", "O", "H", "H", "H", "H", "H", "H", "H", "H", "H", "H", "H", "H"],
  "xyz": [[1.19681, -0.33152, -0.16709], [-0.63031, 2.52187, 0.51827], [1.63911, -1.70491, -2.06843], [-0.75816, 1.06840, 0.89385], [-0.61854, 0.46379, 2.07213], [-1.41077, 0.35917, -0.01662], [-1.75817, -0.95212, 0.27217], [2.16894, -1.14172, 0.44860], [0.92069, -0.65796, -1.37671], [-0.57113, 2.75434, -0.61874], [0.18976, 2.94991, 0.92685], [-1.47068, 2.95604, 0.97689], [2.62724, -1.68402, -2.07420], [1.41771, -1.52080, -3.10172], [1.49203, -2.80155, -1.79449], [2.15615, -0.87132, 1.43706], [-0.79846, -0.53965, 2.07118], [-1.55548, 0.77912, -1.01257], [-1.26456, -1.64260, -0.27092], [-2.75734, -0.93892, 0.04695], [-0.21486, 0.93445, 2.83753]],
  "nbo_charge": [0.421, -0.667, -0.309, 0.609, -0.752, -0.404, -0.665, -0.711, -0.497, 0.260, 0.248, 0.260, 0.206, 0.212, 0.216, 0.513, 0.445, 0.418, 0.383, 0.390, 0.422]
}

=====

# 4
{
  "formula": "C23H32FFeN7OS3",
  "method": "ωB97M-V/def2-TZVPD",
  "homo_lumo_gap_ha": [0.273, 0.218],
  "multiplicity": 6,
  "total_charge": 1,
  "species": ["Fe", "S", "C", "N", "N", "C", "C", "C", "C", "C", "C", "N", "N", "C", "C", "C", "C", "C", "C", "H", "H", "H", "H", "H", "H", "H", "H", "H", "H", "H", "F", "C", "C", "N", "C", "S", "N", "C", "C", "H", "H", "H", "H", "H", "H", "H", "H", "H", "H", "H", "H", "N", "C", "H", "O", "S", "C", "C", "C", "C", "H", "H", "H", "H", "H", "H", "H", "H"],
  "xyz": [[0.44766, -1.00356, -0.97214], [0.98972, 1.10759, 0.33871], [-2.30045, 1.34591, -0.55680], [-2.97439, 1.66818, 0.39492], [-2.66029, 2.46682, 1.44315], [-3.44909, 2.42680, 2.59708], [-4.67649, 1.77690, 2.62360], [-5.41954, 1.78274, 3.79621], [-4.95623, 2.42314, 4.93474], [-3.72914, 3.07382, 4.89366], [-2.97292, 3.07797, 3.73312], [-2.03164, 0.98772, -1.72782], [-1.30044, -0.12037, -2.02726], [-1.53823, -0.49709, -3.34431], [-2.02597, 0.38673, -4.31649], [-2.20698, -0.06144, -5.61256], [-1.93128, -1.38402, -5.94611], [-1.46837, -2.26710, -4.97394], [-1.26277, -1.82971, -3.68014], [-1.70944, 2.79814, 1.48320], [-5.04462, 1.27878, 1.73712], [-6.37758, 1.27909, 3.81190], [-5.54490, 2.42112, 5.84160], [-3.35807, 3.58892, 5.77019], [-2.02195, 3.59792, 3.70073], [-2.23545, 1.41129, -4.04692], [-2.57588, 0.62044, -6.36713], [-2.08937, -1.73052, -6.95883], [-1.27853, -3.30203, -5.22659], [-0.93306, -2.51282, -2.90738], [-0.50095, -2.25996, -0.03675], [4.17824, 0.11593, 4.46347], [3.37561, 0.48693, 3.23157], [3.53995, -0.53103, 2.18948], [2.65876, -0.86090, 1.27260], [2.85819, -1.88306, -0.01455], [0.76816, -2.01789, 2.71304], [0.47020, -2.12018, 4.14530], [-0.93791, -1.74360, 4.54816], [4.16134, 0.93522, 5.18019], [5.22274, -0.07418, 4.21004], [3.77604, -0.77582, 4.94356], [3.68912, 1.45480, 2.83477], [2.31502, 0.55546, 3.47161], [4.46038, -0.93671, 2.07429], [0.30235, -2.73964, 2.16567], [1.20462, -1.51962, 4.68700], [0.67074, -3.16270, 4.39367], [-1.15908, -0.70133, 4.33795], [-1.06897, -1.88228, 5.62142], [-1.67686, -2.36692, 4.03884], [0.42191, -0.79308, 2.12404], [1.30110, -0.23066, 1.33357], [-0.55680, -0.53053, 2.01997], [1.36574, -1.15390, -2.71919], [2.15776, -1.50393, -3.96305], [1.57750, -0.33234, -5.22438], [2.79048, 0.47511, -5.67476], [3.61434, 0.70868, -4.41104], [3.75371, -0.67155, -3.77776], [0.85206, 0.27730, -4.68123], [1.06157, -0.87955, -6.01014], [2.48177, 1.39889, -6.16223], [3.37659, -0.09702, -6.39763], [3.08311, 1.37758, -3.73045], [4.58842, 1.14825, -4.62020], [3.97429, -0.68682, -2.71061], [4.48447, -1.29029, -4.30172]],
  "nbo_charge": [1.465, -0.214, 0.586, -0.249, -0.433, 0.230, -0.295, -0.173, -0.242, -0.179, -0.292, -0.350, -0.295, 0.164, -0.229, -0.209, -0.189, -0.212, -0.222, 0.389, 0.233, 0.221, 0.223, 0.220, 0.209, 0.244, 0.229, 0.227, 0.228, 0.231, -0.794, -0.616, -0.221, -0.531, 0.110, -0.115, -0.458, -0.221, -0.641, 0.236, 0.216, 0.220, 0.213, 0.209, 0.420, 0.399, 0.186, 0.220, 0.205, 0.235, 0.218, -0.392, 0.078, 0.417, -1.085, 1.269, -0.596, -0.413, -0.413, -0.597, 0.253, 0.256, 0.242, 0.214, 0.217, 0.239, 0.265, 0.241]
}

=====

# 5
{
  "formula": "C4H4O4",
  "method": "ωB97M-V/def2-TZVPD",
  "smiles": "O=CC(O)(C=O)C=O",
  "homo_lumo_gap_ha": 0.364,
  "species": ["O", "C", "C", "O", "C", "O", "C", "O", "H", "H", "H", "H"],
  "xyz": [[-1.95232, -1.17412, -0.68144], [-1.03420, -1.20217, 0.07984], [0.01538, -0.00289, 0.17711], [0.73932, -0.24464, 1.31473], [0.97807, -0.15452, -1.07326], [2.12321, -0.10404, -0.83724], [-0.57199, 1.44740, 0.33832], [-1.06080, 2.04523, -0.58798], [-0.89824, -1.90326, 0.92910], [1.65210, -0.21655, 1.01476], [0.45993, -0.33533, -2.03256], [-0.45045, 1.84488, 1.35861]],
  "nbo_charge": [-0.477, 0.427, -0.080, -0.704, 0.452, -0.501, 0.431, -0.483, 0.142, 0.491, 0.157, 0.145]
}

=====

# 6
{
  "formula": "C2H3NO2S",
  "method": "ωB97M-V/def2-TZVPD",
  "homo_lumo_gap_ha": 0.337,
  "species": ["C", "C", "N", "O", "O", "S", "H", "H", "H"],
  "xyz": [[-1.32644, 0.79357, -0.23509], [-0.52561, -0.18847, 0.06022], [1.46586, 0.34073, 0.14016], [1.76710, 1.47924, 0.20663], [2.20831, -0.62850, 0.06062], [-0.60463, -1.87369, 0.29476], [-2.41295, 0.55570, -0.31986], [-1.25436, 1.82168, -0.42017], [0.68272, -2.30026, 0.21273]],
  "nbo_charge": [-0.502, -0.069, 0.529, -0.326, -0.397, 0.070, 0.235, 0.256, 0.203]
}

=====

Relative energy (zero: lowest compared OMol25 entry of this formula, charge and spin) (kJ/mol)
161.73 292.82 475.30 276.89 242.59 572.24